[1]
22
Properties=species:S:1:pos:R:3 method="wB97M-V/def2-TZVPD" total_energy_ha=-508.319971 homo_energy_ev=-16.388 total_charge=+2 lumo_energy_ha=-0.2534 smiles="[NH2+]=C1NC=CN2C1=NC[C@H]2[NH3+]" relative_energy_kcal_mol=53.9 homo_lumo_gap_ev=9.5
C 0.556 1.566 0.042
C 1.883 1.676 0.161
C 0.551 -0.822 -0.186
C 2.434 -0.707 -0.008
C -1.403 -1.414 -0.657
C -1.428 0.175 -0.582
N -0.052 -1.883 -0.329
N -0.111 0.398 -0.179
N 2.802 0.506 0.279
N 3.052 -1.815 -0.147
N -2.355 0.602 0.485
H -0.185 2.441 -0.056
H 2.331 2.634 0.425
H -2.073 -1.872 0.008
H -1.493 -1.804 -1.632
H -1.622 0.673 -1.597
H 3.732 0.589 0.522
H 2.546 -2.637 -0.548
H 4.103 -1.840 -0.343
H -2.117 1.535 0.854
H -2.377 -0.027 1.276
H -3.359 0.637 0.083

***

[2]
19
Properties=species:S:1:pos:R:3 method="wB97M-V/def2-TZVPD" total_energy_ha=-365.080513 homo_energy_ev=-8.936 total_charge=0 lumo_energy_ha=0.0381 smiles=N[C@]12CCO[C@H]1CC2 relative_energy_kcal_mol=94.7 homo_lumo_gap_ev=10.0
C -0.255 0.045 0.731
C 1.101 -0.567 0.137
C 1.826 0.626 -0.601
C -0.510 0.953 -0.457
C -1.167 -0.307 -1.315
C -1.337 -0.978 0.034
H -0.424 -0.313 2.812
H -0.037 1.242 2.292
H 0.986 -1.463 -0.527
H 1.865 -0.796 0.862
H 2.424 0.256 -1.537
H 2.489 1.303 0.165
H -1.192 1.978 -0.596
H -2.182 -0.160 -1.859
H -0.402 -0.692 -2.070
H -1.017 -2.079 0.304
H -2.384 -0.749 0.502
N -0.549 0.337 2.153
O 0.767 1.363 -1.031

***

[3]
19
Properties=species:S:1:pos:R:3 method="wB97M-V/def2-TZVPD" total_energy_ha=-365.197733 homo_energy_ev=-7.794 total_charge=0 lumo_energy_ha=0.0262 smiles=Cc1c[nH]c(C)c1.O relative_energy_kcal_mol=21.2 homo_lumo_gap_ev=8.5
C 2.176 0.518 1.500
C 0.897 -0.107 1.015
C -0.325 0.491 1.092
N -1.203 -0.110 0.226
C -0.543 -1.097 -0.454
C 0.752 -1.106 -0.019
C -1.200 -2.076 -1.386
H 2.200 1.562 1.209
H 2.209 0.371 2.594
H 3.118 0.077 1.152
H -0.579 1.319 1.740
H -2.008 0.402 -0.099
H 1.435 -1.945 -0.073
H -0.593 -2.180 -2.274
H -1.280 -3.019 -0.852
H -2.231 -1.823 -1.626
H -1.185 3.626 -1.385
H -0.352 2.423 -1.170
O -1.288 2.674 -1.189

***

What did the second record say?
19
Properties=species:S:1:pos:R:3 method="wB97M-V/def2-TZVPD" total_energy_ha=-365.080513 homo_energy_ev=-8.936 total_charge=0 lumo_energy_ha=0.0381 smiles=N[C@]12CCO[C@H]1CC2 relative_energy_kcal_mol=94.7 homo_lumo_gap_ev=10.0
C -0.255 0.045 0.731
C 1.101 -0.567 0.137
C 1.826 0.626 -0.601
C -0.510 0.953 -0.457
C -1.167 -0.307 -1.315
C -1.337 -0.978 0.034
H -0.424 -0.313 2.812
H -0.037 1.242 2.292
H 0.986 -1.463 -0.527
H 1.865 -0.796 0.862
H 2.424 0.256 -1.537
H 2.489 1.303 0.165
H -1.192 1.978 -0.596
H -2.182 -0.160 -1.859
H -0.402 -0.692 -2.070
H -1.017 -2.079 0.304
H -2.384 -0.749 0.502
N -0.549 0.337 2.153
O 0.767 1.363 -1.031